Model w:
C22H36N4O3 in the gas phase, computed with the ωB97M-V functional and the def2-TZVPD basis.

Computed properties:
HOMO (eV): -8.74
Frontier orbital gap (eV): 9.40
SMILES string: COCCCCC(=O)N[C@H]1CC[C@@H](N(C)C(=O)c2cnc3n2CC[C@@H](C)C3)CC1

Element x y z (Å)
H 4.227 -0.467 -2.740
N 2.371 0.135 1.421
C -0.001 -0.097 3.497
H -3.148 1.854 -1.511
H -0.365 2.465 -2.602
H 1.371 1.818 -0.327
C 1.151 0.765 -3.958
H -2.098 -0.033 -2.953
C -2.236 2.249 0.850
H 4.347 -0.923 -0.260
H 4.005 2.930 -1.393
H -3.827 -1.824 1.411
H -1.655 1.921 1.708
H -2.706 -3.044 3.963
H -1.820 2.350 -3.583
H -3.652 -1.573 3.835
C 3.151 0.763 0.338
C -2.914 -2.186 3.315
H 3.993 0.021 2.714
O -1.485 1.973 -0.304
H 0.613 0.625 4.010
C 4.074 0.326 -2.005
H 5.040 0.816 -1.857
H 2.731 -0.942 -0.923
H -5.390 -3.248 2.752
C 2.433 2.022 -0.194
O 1.642 1.251 -4.965
C -3.445 -2.686 1.973
C -2.168 2.353 -1.478
H -0.739 0.066 -1.864
N -0.895 -1.462 2.041
H 4.072 1.111 0.814
H 2.370 3.318 -1.913
H -1.832 -4.092 1.777
C -1.336 1.964 -2.683
C 3.573 -0.291 -0.701
C 3.080 1.367 -2.534
C 0.201 -0.639 2.247
H 2.503 2.805 0.565
H 1.297 0.351 -1.956
H -0.665 0.352 -4.927
H -4.988 -4.005 1.209
H 3.404 1.739 -3.503
H -2.349 3.435 -1.466
O 0.716 -0.423 -0.019
H 2.783 1.217 3.197
C -1.235 -2.237 0.845
N -1.147 -0.572 4.057
C -0.213 0.087 -3.971
H -1.605 -1.550 0.084
C 2.923 0.224 2.762
C 3.001 2.517 -1.526
C -1.660 -1.388 3.157
H -0.328 -2.689 0.453
H -2.638 -3.733 0.256
C -1.130 0.456 -2.806
C 1.125 -0.318 1.142
H -2.444 3.321 0.946
H -4.222 -4.570 2.697
C -2.282 -3.286 1.187
N 1.763 0.788 -2.748
C -4.578 -3.683 2.167
H -0.041 -0.993 -3.979
H 2.470 -0.515 3.415
H -3.192 1.710 0.842

Model x:
C22H36N4O3 in the gas phase, computed with the ωB97M-V functional and the def2-TZVPD basis.

Computed properties:
HOMO (eV): -8.62
Frontier orbital gap (eV): 9.31
SMILES string: COCCCCC(=O)N[C@H]1CC[C@@H](N(C)C(=O)c2cnc3n2CC[C@@H](C)C3)CC1

Element x y z (Å)
C 3.109 -2.225 1.143
H -3.207 -3.599 6.222
H -3.189 3.801 -3.560
H -1.503 0.191 -5.706
C -0.990 -1.971 5.779
C 2.860 -0.687 -2.900
H -1.882 2.845 -5.499
H -2.008 -3.599 3.914
O 0.967 0.032 -5.545
H 2.642 -3.040 0.584
H -1.512 4.672 -0.521
H -4.427 -2.447 5.671
H -1.780 1.324 -2.857
C -2.092 3.865 -3.632
C 2.219 0.679 -3.140
H -1.575 -0.747 -4.220
N 1.299 -1.212 5.102
H 2.618 -1.346 -3.734
C 0.264 0.258 -4.574
C -2.356 -2.567 3.797
C -1.450 -1.820 2.832
C 2.410 -1.299 -1.575
H -0.454 2.807 -4.476
H -2.647 -0.842 5.023
C -2.389 -1.898 5.169
O 0.149 -0.593 0.773
N 2.429 -0.943 0.921
H 4.145 -2.132 0.814
H 3.109 -2.482 2.197
H 1.982 2.561 -2.116
C -1.254 0.208 -4.645
H -0.902 -1.345 6.667
H 2.918 -0.622 3.837
H -3.357 -2.611 3.365
H 2.635 1.109 -4.052
C 2.711 -0.354 -0.405
O -1.524 3.785 -2.339
H 3.792 -0.160 -0.392
C 1.137 -0.886 1.430
H 0.929 0.833 -0.655
C 2.006 0.981 -0.641
N -0.167 -1.536 3.471
C 0.063 -1.562 4.804
H -1.269 -2.395 1.926
H 3.948 -0.561 -2.893
H -1.846 4.833 -4.088
H -1.901 -0.876 2.523
C -3.422 -2.536 6.086
H -3.419 -2.066 7.071
H 1.334 -1.495 -1.594
H 2.212 1.659 0.192
H 0.157 0.756 -2.597
H -1.747 5.796 -1.880
H 3.555 1.800 -1.905
N 0.784 0.557 -3.358
H 2.910 -2.258 -1.438
C 2.480 1.603 -1.954
C -1.994 4.802 -1.487
C 1.020 -1.157 2.870
C 1.896 -0.956 3.906
H -3.081 4.741 -1.357
C -1.963 1.360 -3.934
C -1.544 2.727 -4.465
H -3.044 1.239 -4.053
H -0.793 -3.000 6.101

Model y:
C22H36N4O3 in the gas phase, computed with the ωB97M-V functional and the def2-TZVPD basis.

Computed properties:
HOMO (eV): -8.53
Frontier orbital gap (eV): 9.10
SMILES string: COCCCCC(=O)N[C@H]1CC[C@@H](N(C)C(=O)c2cnc3n2CC[C@@H](C)C3)CC1

Element x y z (Å)
H 0.100 2.160 0.937
H -2.449 4.083 -5.918
O 2.271 -1.654 1.155
C -2.406 1.585 -4.675
O -0.046 1.567 -5.149
H 1.220 -1.413 -1.176
H -1.132 -0.899 2.675
H -1.516 -3.094 2.050
H -3.132 2.960 -3.164
C 3.328 -3.830 4.790
C 0.780 0.272 0.095
H 2.911 -3.336 5.675
C 0.690 1.766 -2.466
C -3.110 2.879 -4.254
C 0.758 -4.378 3.817
H -3.463 6.702 -1.402
C -3.600 6.685 -2.481
H -4.175 5.399 -4.657
C 1.113 -1.597 1.560
H -1.843 -0.743 1.062
H 2.410 0.527 -2.145
C -0.595 -3.314 2.564
N -0.669 1.677 -2.982
C 2.882 -5.289 4.779
H -2.457 1.449 -5.754
H 1.273 -0.112 -3.326
H 3.176 -5.616 6.896
C 0.605 -2.655 2.461
C -1.049 -0.383 1.724
C -3.111 5.402 -4.376
C 3.467 -6.071 5.945
H 3.034 -2.029 3.615
H 0.159 3.419 -1.191
H 3.226 -5.741 3.842
H 3.459 -3.434 2.664
H -1.389 4.156 -4.523
H -3.142 7.584 -2.913
H 1.832 0.467 0.317
H -4.673 6.701 -2.706
N -0.491 -4.386 3.397
H -2.645 6.271 -4.860
H 0.975 -6.330 4.586
H -1.006 1.433 -0.218
H 4.415 -3.760 4.864
C 1.345 0.389 -2.359
C 0.715 -0.451 -1.255
C 1.354 -5.330 4.800
O -2.991 5.515 -2.972
C -0.932 1.595 -4.313
H -2.894 0.728 -4.203
C 0.055 1.610 -0.005
H 3.112 -7.103 5.947
C -2.440 4.123 -4.825
H 1.254 2.367 -3.180
H -4.152 2.839 -4.583
C 0.682 2.463 -1.109
N 1.468 -3.362 3.278
H -0.339 -0.647 -1.490
C 2.886 -3.103 3.530
H -1.212 0.676 1.909
H -1.443 1.682 -2.341
H 1.001 -5.069 5.803
H 1.717 2.685 -0.837
N 0.273 -0.597 1.167
H 4.557 -6.089 5.901

Last place for stability: model x